{"formula": "C5H13N2", "method": "ωB97M-V/def2-TZVPD", "homo_energy_ev": -14.124, "lumo_ev": -2.89, "total_charge": 1, "total_energy_ha": -307.539226, "orbital_gap_ev": 11.23, "elements": ["C", "C", "N", "C", "C", "C", "N", "H", "H", "H", "H", "H", "H", "H", "H", "H", "H", "H", "H", "H"], "coordinates": [[0.200, -2.191, 1.008], [-0.480, -1.369, 0.237], [-0.289, -1.630, -1.253], [-0.923, 0.050, 0.500], [0.364, 0.876, 0.275], [0.002, 2.305, 0.561], [0.862, 0.573, -1.088], [0.866, -2.940, 0.612], [0.022, -1.965, 2.056], [0.443, -0.771, -1.377], [0.153, -2.545, -1.334], [-1.159, -1.651, -1.759], [-1.708, 0.354, -0.191], [-1.290, 0.002, 1.522], [1.135, 0.478, 0.928], [-0.947, 2.681, 0.185], [-0.039, 2.613, 1.618], [0.743, 3.100, 0.381], [1.784, 1.000, -1.151], [0.259, 1.029, -1.731]]}

{"formula": "C21H28N2O6S", "method": "ωB97M-V/def2-TZVPD", "homo_energy_ev": -8.435, "lumo_ev": 0.58, "total_energy_ha": -1776.142869, "orbital_gap_ev": 9.01, "elements": ["C", "O", "C", "C", "C", "N", "C", "O", "C", "C", "N", "S", "O", "O", "C", "C", "C", "C", "O", "C", "C", "C", "C", "C", "C", "C", "O", "C", "C", "C", "H", "H", "H", "H", "H", "H", "H", "H", "H", "H", "H", "H", "H", "H", "H", "H", "H", "H", "H", "H", "H", "H", "H", "H", "H", "H", "H", "H"], "coordinates": [[-3.439, -2.381, 1.953], [-4.234, -1.322, 1.484], [-5.157, -1.719, 0.493], [-5.877, -0.479, -0.035], [-5.001, 0.321, -0.994], [-3.811, 0.810, -0.336], [-3.261, 2.001, -0.630], [-3.729, 2.773, -1.447], [-1.938, 2.252, 0.079], [-0.819, 1.816, -0.883], [-0.989, 0.443, -1.354], [-0.811, -0.815, -0.273], [-1.544, -1.911, -0.847], [-1.142, -0.439, 1.075], [0.934, -1.161, -0.352], [1.548, -1.284, -1.579], [2.908, -1.532, -1.651], [3.651, -1.669, -0.479], [4.981, -1.904, -0.428], [5.708, -1.966, -1.634], [3.006, -1.565, 0.759], [1.655, -1.306, 0.820], [0.583, 1.900, -0.332], [1.639, 1.905, -1.242], [2.947, 1.869, -0.816], [3.242, 1.826, 0.547], [4.563, 1.756, 0.866], [4.921, 1.664, 2.224], [2.197, 1.853, 1.461], [0.883, 1.887, 1.019], [-2.854, -2.821, 1.138], [-2.760, -1.953, 2.686], [-4.057, -3.159, 2.421], [-5.884, -2.424, 0.929], [-4.629, -2.235, -0.324], [-6.784, -0.786, -0.558], [-6.155, 0.144, 0.815], [-5.538, 1.189, -1.388], [-4.717, -0.320, -1.841], [-3.411, 0.202, 0.370], [-1.829, 3.317, 0.286], [-1.894, 1.677, 1.000], [-0.884, 2.450, -1.778], [-1.818, 0.306, -1.912], [0.957, -1.177, -2.474], [3.377, -1.616, -2.618], [6.744, -2.132, -1.344], [5.634, -1.029, -2.193], [5.372, -2.796, -2.264], [3.597, -1.689, 1.652], [1.139, -1.207, 1.761], [1.423, 1.928, -2.299], [3.764, 1.869, -1.519], [4.484, 0.777, 2.693], [4.619, 2.557, 2.781], [6.006, 1.581, 2.237], [2.387, 1.838, 2.522], [0.095, 1.887, 1.754]]}

{"formula": "C20H27N2O4SiSr", "method": "ωB97M-V/def2-TZVPD", "homo_energy_ev": -4.356, "lumo_ev": 2.12, "total_charge": -1, "total_energy_ha": -1508.981930, "orbital_gap_ev": 6.48, "elements": ["Sr", "O", "C", "C", "C", "C", "C", "C", "C", "O", "N", "O", "O", "H", "H", "H", "H", "C", "N", "C", "C", "C", "C", "C", "C", "C", "C", "H", "H", "H", "H", "H", "H", "H", "H", "H", "H", "H", "H", "C", "Si", "C", "C", "C", "H", "H", "H", "H", "H", "H", "H", "H", "H", "H", "H"], "coordinates": [[-1.552, -0.236, -0.731], [0.570, -1.589, -0.668], [1.447, -1.780, 0.170], [1.485, -1.341, 1.539], [2.615, -1.723, 2.268], [2.768, -1.363, 3.580], [1.780, -0.588, 4.228], [0.671, -0.201, 3.549], [0.446, -0.545, 2.165], [-0.597, -0.169, 1.583], [3.948, -1.781, 4.308], [4.047, -1.448, 5.479], [4.785, -2.454, 3.726], [2.341, -2.353, -0.139], [3.389, -2.311, 1.789], [1.931, -0.315, 5.263], [-0.098, 0.396, 4.022], [3.822, 1.964, -0.013], [2.729, 2.509, -0.790], [2.601, 1.789, -2.043], [1.484, 2.439, -0.019], [0.293, 3.075, -0.702], [0.310, 4.451, -0.920], [-0.764, 5.080, -1.535], [-1.861, 4.321, -1.923], [-1.853, 2.946, -1.701], [-0.785, 2.262, -1.089], [4.757, 2.041, -0.572], [3.664, 0.900, 0.247], [3.930, 2.521, 0.920], [3.525, 1.883, -2.616], [1.777, 2.198, -2.625], [2.399, 0.712, -1.881], [1.674, 2.929, 0.942], [1.231, 1.387, 0.201], [1.175, 5.031, -0.613], [-0.747, 6.151, -1.705], [-2.713, 4.798, -2.396], [-2.742, 2.394, -2.020], [-2.691, -2.749, 0.489], [-3.561, -2.522, -1.213], [-4.411, -4.201, -1.493], [-2.166, -2.521, -2.519], [-4.328, -0.906, -1.265], [-3.175, -3.578, 1.011], [-2.709, -1.895, 1.179], [-1.638, -3.030, 0.371], [-3.715, -5.042, -1.423], [-4.880, -4.228, -2.480], [-5.204, -4.354, -0.755], [-2.302, -3.383, -3.176], [-1.157, -2.627, -2.096], [-2.161, -1.640, -3.173], [-5.066, -0.687, -0.489], [-4.720, -0.618, -2.245]]}

{"formula": "C3H9N5", "method": "ωB97M-V/def2-TZVPD", "homo_energy_ev": -18.569, "lumo_ev": -8.67, "total_charge": 2, "total_energy_ha": -392.850054, "orbital_gap_ev": 9.90, "elements": ["N", "C", "N", "N", "C", "C", "N", "N", "H", "H", "H", "H", "H", "H", "H", "H", "H"], "coordinates": [[-2.484, 1.049, -0.099], [-1.395, 0.318, 0.019], [-1.437, -0.963, 0.045], [-0.248, -1.703, 0.236], [0.990, -1.073, -0.313], [1.022, 0.406, 0.002], [2.163, 1.023, 0.103], [-0.146, 1.020, 0.119], [-3.376, 0.575, -0.160], [-2.484, 2.054, -0.187], [-0.419, -2.620, -0.218], [-0.144, -1.916, 1.249], [0.982, -1.181, -1.409], [1.879, -1.583, 0.070], [3.052, 0.545, -0.008], [2.230, 2.025, 0.265], [-0.184, 2.023, 0.287]]}

{"formula": "C18H18IIrN3O3SSbSe4", "method": "ωB97M-V/def2-TZVPD", "homo_energy_ev": [-4.645, -4.540], "spin_multiplicity": 2, "lumo_ev": [1.26, 0.09], "total_charge": -1, "s2": 0.771, "total_energy_ha": -11733.025657, "orbital_gap_ev": [5.91, 4.63], "elements": ["Ir", "C", "C", "N", "C", "C", "C", "O", "C", "C", "N", "C", "C", "C", "C", "C", "C", "I", "C", "O", "H", "H", "H", "H", "H", "H", "H", "H", "H", "H", "H", "H", "Se", "Sb", "Se", "Se", "Se", "S", "C", "N", "C", "C", "C", "O", "H", "H", "H", "H", "H", "H"], "coordinates": [[-1.520, 1.336, -0.974], [2.572, 3.163, -1.701], [2.529, 2.302, -0.479], [3.640, 1.958, 0.114], [3.584, 1.192, 1.234], [2.428, 0.690, 1.765], [2.561, -0.198, 2.984], [3.369, -1.351, 2.744], [1.197, 1.006, 1.115], [-0.051, 0.430, 1.561], [-1.227, 0.540, 1.046], [-2.243, -0.323, 1.564], [-1.944, -1.623, 1.955], [-2.927, -2.477, 2.429], [-4.241, -2.050, 2.495], [-4.558, -0.755, 2.112], [-3.565, 0.102, 1.665], [-4.075, 2.064, 1.196], [1.242, 1.881, 0.016], [0.197, 2.355, -0.547], [3.596, 3.480, -1.887], [1.921, 4.031, -1.593], [2.202, 2.620, -2.575], [4.533, 0.969, 1.708], [1.592, -0.506, 3.377], [3.069, 0.348, 3.779], [3.128, -1.706, 1.883], [0.001, -0.185, 2.457], [-0.932, -1.991, 1.833], [-2.662, -3.484, 2.723], [-5.023, -2.719, 2.830], [-5.579, -0.405, 2.159], [-1.763, -0.323, -4.594], [-1.858, 3.463, -4.051], [-0.654, 1.117, -3.302], [-2.196, 3.682, -1.526], [0.044, 4.809, -4.601], [-4.207, -2.352, -1.879], [-3.533, -0.896, -1.610], [-3.068, 0.158, -1.423], [1.418, -2.001, -2.888], [0.915, -1.718, -1.496], [1.738, -2.253, -0.348], [-0.095, -1.081, -1.312], [2.146, -2.811, -2.907], [1.891, -1.090, -3.265], [0.578, -2.214, -3.548], [1.719, -3.346, -0.375], [1.334, -1.903, 0.599], [2.778, -1.934, -0.462]]}

{"formula": "CH10NO4", "method": "ωB97M-V/def2-TZVPD", "homo_energy_ev": [-10.527, -10.526], "spin_multiplicity": 2, "lumo_ev": [0.27, -3.41], "s2": 0.755, "total_energy_ha": -399.706848, "orbital_gap_ev": [10.80, 7.12], "elements": ["N", "C", "O", "H", "H", "H", "H", "H", "H", "O", "H", "H", "O", "H", "H", "O"], "coordinates": [[2.379, -1.875, -0.359], [0.965, -1.846, 0.045], [0.361, -0.640, 0.114], [2.944, -2.195, 0.425], [2.580, -0.872, -0.363], [0.740, -2.454, 0.940], [0.353, -2.343, -0.745], [-1.689, 0.532, -1.529], [-0.465, 0.491, -0.744], [-0.942, 1.119, -1.324], [-0.885, 4.096, -1.104], [-1.472, 2.921, -0.424], [-1.435, 3.881, -0.353], [-0.501, -0.036, 1.505], [-1.599, -0.852, 1.891], [-1.332, 0.074, 2.025]]}

{"formula": "C24H31N6O2PbS4", "method": "ωB97M-V/def2-TZVPD", "homo_energy_ev": -10.614, "lumo_ev": -4.60, "total_charge": 1, "total_energy_ha": -3197.577901, "orbital_gap_ev": 6.02, "elements": ["Pb", "O", "C", "N", "C", "C", "C", "C", "C", "C", "N", "C", "C", "C", "C", "C", "N", "H", "H", "H", "H", "H", "H", "H", "H", "H", "H", "C", "C", "S", "C", "C", "S", "H", "H", "H", "H", "H", "H", "C", "C", "C", "N", "N", "C", "N", "S", "H", "H", "H", "H", "H", "H", "H", "O", "S", "C", "C", "C", "C", "H", "H", "H", "H", "H", "H", "H", "H"], "coordinates": [[0.431, 0.575, 0.696], [3.870, -1.981, -0.473], [3.042, -1.090, -0.324], [1.956, -1.115, 0.474], [1.861, -2.223, 1.396], [1.507, -1.756, 2.797], [1.667, -2.602, 3.891], [1.333, -2.150, 5.153], [0.858, -0.852, 5.305], [0.726, -0.073, 4.177], [1.035, -0.517, 2.947], [3.259, 0.221, -1.064], [4.373, 0.389, -1.865], [4.576, 1.621, -2.467], [3.654, 2.639, -2.260], [2.561, 2.382, -1.454], [2.377, 1.199, -0.865], [1.106, -2.950, 1.075], [2.810, -2.758, 1.434], [2.070, -3.596, 3.738], [1.451, -2.796, 6.015], [0.598, -0.454, 6.278], [0.366, 0.949, 4.237], [5.052, -0.443, -1.987], [5.446, 1.790, -3.088], [3.778, 3.614, -2.713], [1.801, 3.137, -1.272], [-0.113, 5.492, 2.110], [-0.281, 3.992, 2.138], [1.058, 3.053, 2.202], [-1.645, 3.460, 1.983], [-2.740, 4.451, 1.683], [-2.002, 1.864, 2.002], [0.914, 5.768, 2.321], [-0.770, 5.964, 2.844], [-0.389, 5.895, 1.131], [-2.496, 5.075, 0.818], [-2.868, 5.125, 2.534], [-3.679, 3.941, 1.501], [-2.665, -4.436, -2.104], [-1.601, -4.657, -1.023], [-1.605, -3.564, 0.003], [-1.159, -2.376, -0.184], [-1.311, -1.540, 0.910], [-1.889, -2.136, 1.921], [-2.112, -1.575, 3.134], [-2.283, -3.789, 1.597], [-2.725, -5.303, -2.762], [-2.416, -3.563, -2.709], [-3.648, -4.276, -1.660], [-0.611, -4.691, -1.475], [-1.766, -5.614, -0.529], [-2.015, -0.577, 3.227], [-2.722, -2.038, 3.784], [-0.642, 1.508, -1.598], [-1.778, 0.989, -2.464], [-1.519, 1.699, -4.115], [-1.630, 0.551, -5.107], [-0.850, -0.601, -4.472], [-1.332, -0.690, -3.026], [-0.507, 2.108, -4.068], [-2.235, 2.506, -4.269], [-1.233, 0.832, -6.081], [-2.677, 0.269, -5.245], [0.219, -0.382, -4.495], [-1.007, -1.540, -4.999], [-0.595, -1.065, -2.315], [-2.240, -1.288, -2.925]]}